Run P
The following is a DFT calculation (ωB97M-V/def2-TZVPD) of a 15-piece molecular cluster, H30O15 overall.

Geometry as ORCA input:
```
! wB97M-V def2-TZVPD RIJCOSX def2/J DEFGRID3
* xyz 0 1
O 2.966 1.792 0.955
H 2.696 2.473 0.324
H 3.800 1.486 0.670
O 0.429 3.370 -0.630
H -0.116 4.150 -0.481
H 1.323 3.747 -0.658
O 0.830 -2.585 -0.546
H 1.081 -3.172 0.158
H 1.334 -2.889 -1.303
O -0.415 -1.009 2.778
H -0.572 -0.540 1.942
H 0.524 -1.142 2.652
O -0.071 0.039 -0.015
H 0.279 -0.862 0.131
H 0.652 0.519 -0.329
O 0.748 2.150 2.257
H 0.176 2.573 1.704
H 1.501 1.848 1.688
O 0.594 2.578 -3.152
H -0.224 2.167 -3.485
H 0.513 2.746 -2.221
O 1.871 0.239 -2.296
H 1.360 0.911 -2.669
H 1.722 -0.458 -2.911
O -2.175 2.387 -1.045
H -2.950 2.804 -0.641
H -1.404 2.620 -0.483
O 0.360 -3.753 1.983
H -0.155 -4.572 2.062
H -0.243 -3.034 1.846
O -2.492 0.557 1.212
H -3.335 0.645 0.777
H -1.847 1.019 0.664
O -2.338 -2.173 0.940
H -2.680 -2.671 1.719
H -2.370 -1.203 1.134
O -1.743 -0.387 -2.050
H -2.320 0.291 -1.714
H -0.957 -0.294 -1.533
O 2.145 -1.197 2.314
H 2.650 -0.849 1.567
H 2.281 -2.147 2.333
O -1.253 -3.009 -2.157
H -1.222 -2.041 -2.258
H -0.952 -3.125 -1.235
*
```

Computed properties:
Molecular weight   270.23 g mol⁻¹
Kohn-Sham gap   8.800 eV
HOMO level   -0.351 Eh

Results of the Löwdin charge analysis, in e, for atoms 1 through 4: number 1, O, carries -0.006; number 2, H, carries 0.050; number 3, H, carries 0.054; number 4, O, carries -0.036

Run Q
The following is a DFT calculation (ωB97M-V/def2-TZVPD) of a 15-piece molecular cluster, H30O15 overall.

Geometry as ORCA input:
```
! wB97M-V def2-TZVPD RIJCOSX def2/J DEFGRID3
* xyz 0 1
H -0.338 -0.788 0.263
H -1.086 0.565 -0.078
H -2.564 -2.054 0.224
H -2.968 -0.613 0.659
H 3.770 -0.093 0.412
H 2.298 -0.142 0.521
H 1.152 3.013 3.686
H 2.301 2.330 4.442
H 1.105 2.089 -3.435
H 1.651 3.450 -2.961
H -1.736 3.212 -3.364
H -0.744 3.556 -2.451
H 0.728 0.792 -4.302
H -0.781 1.013 -4.465
H 2.116 2.905 -0.150
H 0.652 2.800 -0.686
H -2.516 1.588 -0.512
H -3.398 1.142 -1.768
H -1.102 -3.965 1.797
H -0.261 -4.737 0.760
H -5.619 0.895 0.951
H -4.572 1.904 1.044
H 0.362 -4.233 -2.248
H 0.761 -4.716 -0.858
H -0.691 -0.949 3.087
H 0.076 0.347 3.311
H 1.849 -0.792 3.428
H 1.960 -2.365 3.307
H 2.979 -3.580 0.942
H 1.592 -3.888 1.496
O -0.454 0.202 0.480
O -2.235 -1.177 0.238
O 3.028 -0.177 -0.119
O 1.399 2.175 4.073
O 1.776 2.702 -3.533
O -1.672 3.799 -2.678
O 0.129 1.445 -4.638
O 1.214 2.575 0.008
O -2.570 0.985 -1.223
O -0.119 -4.100 1.466
O -5.435 1.825 0.771
O 0.977 -4.071 -1.546
O 0.029 -0.424 2.690
O 2.144 -1.534 2.848
O 2.167 -4.061 0.783
*
```

Computed properties:
Molecular weight   270.22 g mol⁻¹
Kohn-Sham gap   8.820 eV
HOMO level   -0.335 Eh

Results of the Löwdin charge analysis, in e, for atoms 1 through 4: number 1, H, carries 0.098; number 2, H, carries -0.066; number 3, H, carries 0.021; number 4, H, carries 0.094

What is the most stable structure shown above? It is run P.